#a
Entry from the OMol25 dataset: the ion C3H4N3 with charge +1 (ωB97M-V with the def2-TZVPD basis set).

Atoms and positions in Å:
N1 2.126 -0.343 -0.210
N2 1.161 0.333 -0.673
N3 -0.001 0.165 -0.339
C1 -1.173 -0.906 0.277
C2 -2.096 -0.201 -0.398
C3 -1.119 0.899 -0.253
H1 2.020 -1.036 0.451
H2 2.933 -0.534 -0.829
H3 -3.197 -0.033 -0.661
H4 -1.212 1.840 0.278

As for the charge: +1. The HOMO-LUMO gap is 0.3450 hartree. As for the multiplicity: 1.

Now the Löwdin charges, all in e: number 1, N, carries 0.185; number 2, N, carries 0.073; number 3, N, carries -0.068; number 4, C, carries 0.202; number 5, C, carries -0.009; number 6, C, carries 0.013; number 7, H, carries 0.109; number 8, H, carries 0.174; number 9, H, carries 0.164; number 10, H, carries 0.156

#b
Entry from the OMol25 dataset: the ion C3H4N3 with charge +1 (ωB97M-V with the def2-TZVPD basis set).

Atoms and positions in Å:
C1 0.552 -1.447 -0.041
C2 0.427 0.904 -0.028
C3 -0.802 -0.904 0.012
N1 1.405 -0.114 0.043
N2 2.618 0.259 -0.049
N3 -0.784 0.531 0.010
H1 0.719 1.986 0.136
H2 -1.578 -1.253 -0.704
H3 -1.056 -1.168 1.021
H4 -1.501 1.207 -0.400

As for the charge: +1. The HOMO-LUMO gap (spin up / spin down) is 0.2953 / 0.2902 hartree. As for the multiplicity: 1.

Now the Löwdin charges, all in e: number 1, C, carries 0.268; number 2, C, carries -0.040; number 3, C, carries -0.179; number 4, N, carries -0.195; number 5, N, carries 0.276; number 6, N, carries 0.109; number 7, H, carries 0.196; number 8, H, carries 0.174; number 9, H, carries 0.154; number 10, H, carries 0.236

#c
Entry from the OMol25 dataset: the ion C3H4N3 with charge +1 (ωB97M-V with the def2-TZVPD basis set).

Atoms and positions in Å:
C1 -0.108 0.389 1.625
N1 0.024 0.185 0.255
C2 0.420 0.640 -0.843
C3 0.262 -0.089 -2.059
N2 -0.289 -1.227 -1.564
N3 -0.461 -1.317 -0.396
H1 -1.212 0.457 1.971
H2 0.629 1.107 2.115
H3 0.346 -0.480 1.945
H4 0.389 0.334 -3.051

As for the charge: +1. The HOMO-LUMO gap (spin up / spin down) is 0.2570 / 0.2410 hartree. As for the multiplicity: 1.

Now the Löwdin charges, all in e: number 1, C, carries -0.016; number 2, N, carries -0.041; number 3, C, carries 0.170; number 4, C, carries 0.040; number 5, N, carries 0.051; number 6, N, carries 0.273; number 7, H, carries 0.161; number 8, H, carries 0.154; number 9, H, carries 0.074; number 10, H, carries 0.135

Quick one: most stable of them? #a

#a
Entry from the OMol25 dataset: the molecule C6H10O2 (ωB97M-V with the def2-TZVPD basis set).

Atoms and positions in Å:
C1 2.353 -0.553 -0.209
O1 0.916 -0.370 -0.682
C2 0.430 0.269 0.556
C3 -0.470 -1.029 1.080
C4 -1.455 -1.041 -0.274
O2 -1.600 0.345 -0.809
C5 -0.830 0.956 0.197
C6 0.376 1.797 0.163
H1 2.374 -1.255 0.626
H2 2.740 -0.996 -1.069
H3 2.839 0.420 0.388
H4 -1.060 -0.690 2.041
H5 -0.001 -2.010 1.347
H6 -1.158 -1.759 -1.140
H7 -2.575 -1.542 -0.216
H8 -1.613 1.383 0.887
H9 0.467 2.576 0.911
H10 1.035 1.694 -0.919

The HOMO-LUMO gap is 0.3637 hartree. As for the multiplicity: 1.

Now the Löwdin charges, all in e: number 1, C, carries -0.052; number 2, O, carries -0.226; number 3, C, carries -0.352; number 4, C, carries -0.027; number 5, C, carries -0.145; number 6, O, carries -0.081; number 7, C, carries -0.407; number 8, C, carries 0.050; number 9, H, carries 0.064; number 10, H, carries 0.056; number 11, H, carries 0.149; number 12, H, carries 0.127; number 13, H, carries 0.101; number 14, H, carries 0.119; number 15, H, carries 0.144; number 16, H, carries 0.176; number 17, H, carries 0.095; number 18, H, carries 0.210

#b
Entry from the OMol25 dataset: a structure of composition C6H10O2 (ωB97M-V with the def2-TZVPD basis set).

Atoms and positions in Å:
C1 -2.354 0.420 -0.760
C2 -1.129 -0.209 -0.292
C3 -0.802 -1.656 -0.410
C4 0.942 0.212 1.578
C5 1.492 0.715 -0.745
C6 0.393 0.830 0.252
O1 -3.009 0.870 -1.635
O2 -2.290 0.109 0.567
H1 -1.620 -2.208 -0.899
H2 -0.440 -2.085 0.566
H3 0.031 -1.539 -1.149
H4 0.125 -0.035 2.272
H5 1.582 0.886 2.062
H6 1.587 -0.626 1.372
H7 1.122 1.396 -1.577
H8 1.852 -0.183 -1.149
H9 2.425 1.269 -0.413
H10 0.092 1.834 0.359

The HOMO-LUMO gap is 0.3918 hartree. As for the multiplicity: 1.

Now the Löwdin charges, all in e: number 1, C, carries -0.414; number 2, C, carries -0.231; number 3, C, carries -0.024; number 4, C, carries -0.083; number 5, C, carries -0.131; number 6, C, carries -0.236; number 7, O, carries 0.161; number 8, O, carries 0.101; number 9, H, carries 0.096; number 10, H, carries 0.106; number 11, H, carries 0.092; number 12, H, carries 0.083; number 13, H, carries 0.053; number 14, H, carries 0.070; number 15, H, carries 0.101; number 16, H, carries 0.049; number 17, H, carries 0.103; number 18, H, carries 0.103

#c
Entry from the OMol25 dataset: the molecule C6H10O2 (ωB97M-V with the def2-TZVPD basis set).

Atoms and positions in Å:
C1 -1.922 -0.732 0.005
C2 -0.547 -0.104 -0.410
C3 -0.651 1.337 0.132
O1 0.730 1.728 0.395
C4 1.460 0.665 -0.322
C5 2.124 -0.741 -0.328
C6 0.796 -0.485 0.202
O2 0.706 -0.226 1.494
H1 -2.421 -1.856 -0.190
H2 -1.919 -0.641 1.053
H3 -2.684 0.179 -0.494
H4 -0.662 -0.052 -1.491
H5 -1.034 1.598 1.119
H6 -1.010 1.921 -0.646
H7 1.395 0.574 -1.450
H8 2.238 -0.761 -1.456
H9 2.854 -1.390 0.344
H10 0.547 -1.014 2.043

The HOMO-LUMO gap is 0.3504 hartree. As for the multiplicity: 1.

Now the Löwdin charges, all in e: number 1, C, carries -0.076; number 2, C, carries -0.282; number 3, C, carries -0.144; number 4, O, carries -0.072; number 5, C, carries -0.196; number 6, C, carries 0.046; number 7, C, carries -0.563; number 8, O, carries 0.062; number 9, H, carries 0.124; number 10, H, carries 0.018; number 11, H, carries 0.147; number 12, H, carries 0.133; number 13, H, carries 0.141; number 14, H, carries 0.101; number 15, H, carries 0.140; number 16, H, carries 0.125; number 17, H, carries 0.149; number 18, H, carries 0.148

Quick one: most stable of them? #b

#a
Entry from the OMol25 dataset: the molecule C5H6O2 (ωB97M-V with the def2-TZVPD basis set).

Atoms and positions in Å:
O1 -2.281 0.031 -0.277
C1 -1.065 0.038 0.051
C2 -0.298 1.392 0.192
C3 1.201 1.162 -0.062
C4 1.797 -0.090 -0.076
O2 1.027 -1.221 -0.142
C5 -0.342 -1.260 0.242
H1 -0.376 1.862 1.169
H2 -0.646 2.110 -0.580
H3 1.908 1.990 -0.146
H4 2.814 -0.357 -0.215
H5 -0.553 -1.523 1.289
H6 -0.871 -2.022 -0.248

The HOMO-LUMO gap is 0.3513 hartree. As for the multiplicity: 1.

Now the Löwdin charges, all in e: number 1, O, carries 0.049; number 2, C, carries -0.298; number 3, C, carries -0.085; number 4, C, carries -0.072; number 5, C, carries -0.111; number 6, O, carries -0.080; number 7, C, carries -0.105; number 8, H, carries 0.114; number 9, H, carries 0.125; number 10, H, carries 0.092; number 11, H, carries 0.107; number 12, H, carries 0.147; number 13, H, carries 0.118

#b
Entry from the OMol25 dataset: the molecule C5H6O2 (ωB97M-V with the def2-TZVPD basis set).

Atoms and positions in Å:
O1 2.331 -0.260 -1.792
C1 1.479 -0.113 -0.952
C2 1.731 -0.697 0.594
C3 0.442 -0.503 1.243
C4 -0.711 -0.181 1.357
C5 -1.876 0.362 0.626
O2 -1.490 0.636 -0.757
H1 0.446 0.390 -1.100
H2 2.020 -1.767 0.566
H3 2.526 -0.113 1.091
H4 -2.711 -0.347 0.687
H5 -2.167 1.335 1.050
H6 -1.859 0.009 -1.403

The HOMO-LUMO gap is 0.3681 hartree. As for the multiplicity: 1.

Now the Löwdin charges, all in e: number 1, O, carries 0.039; number 2, C, carries -0.175; number 3, C, carries -0.118; number 4, C, carries -0.073; number 5, C, carries -0.011; number 6, C, carries -0.226; number 7, O, carries -0.112; number 8, H, carries 0.120; number 9, H, carries 0.114; number 10, H, carries 0.112; number 11, H, carries 0.114; number 12, H, carries 0.116; number 13, H, carries 0.101

#c
Entry from the OMol25 dataset: the molecule C5H6O2 (ωB97M-V with the def2-TZVPD basis set).

Atoms and positions in Å:
C1 0.533 0.606 -1.610
C2 0.365 -0.480 -0.552
C3 -0.949 -0.589 0.092
C4 -0.976 -0.272 1.380
C5 0.347 0.150 1.903
O1 0.518 0.546 3.042
O2 1.251 0.028 0.884
H1 1.561 0.928 -1.466
H2 0.435 0.291 -2.668
H3 -0.155 1.439 -1.438
H4 0.640 -1.462 -1.016
H5 -1.740 -0.912 -0.572
H6 -1.835 -0.265 2.029

The HOMO-LUMO gap is 0.3943 hartree. As for the multiplicity: 1.

Now the Löwdin charges, all in e: number 1, C, carries -0.048; number 2, C, carries -0.163; number 3, C, carries -0.069; number 4, C, carries 0.016; number 5, C, carries -0.503; number 6, O, carries 0.092; number 7, O, carries 0.015; number 8, H, carries 0.083; number 9, H, carries 0.092; number 10, H, carries 0.088; number 11, H, carries 0.155; number 12, H, carries 0.124; number 13, H, carries 0.116

#d
Entry from the OMol25 dataset: the molecule C5H6O2 (ωB97M-V with the def2-TZVPD basis set).

Atoms and positions in Å:
C1 -0.659 0.032 -2.786
C2 -0.078 -0.358 -1.806
C3 0.539 -0.565 -0.515
O1 1.389 -1.410 -0.339
C4 0.062 0.498 0.527
C5 -0.305 -0.211 1.818
O2 1.123 1.424 0.661
H1 -1.103 0.192 -3.738
H2 -0.826 1.030 0.146
H3 -0.877 0.353 2.566
H4 0.602 -0.598 2.283
H5 -0.939 -1.041 1.494
H6 1.518 1.504 -0.218

The HOMO-LUMO gap is 0.3722 hartree. As for the multiplicity: 1.

Now the Löwdin charges, all in e: number 1, C, carries 0.164; number 2, C, carries -0.030; number 3, C, carries -0.380; number 4, O, carries 0.127; number 5, C, carries -0.383; number 6, C, carries -0.032; number 7, O, carries -0.007; number 8, H, carries 0.038; number 9, H, carries 0.140; number 10, H, carries 0.087; number 11, H, carries 0.090; number 12, H, carries 0.088; number 13, H, carries 0.099

Quick one: most stable of them? #c

#a
Entry from the OMol25 dataset: the molecule C5H6O2 (ωB97M-V with the def2-TZVPD basis set).

Atoms and positions in Å:
C1 -0.552 0.808 -0.342
C2 -0.992 -1.360 0.466
C3 0.456 2.596 -0.435
O1 -0.820 2.096 -0.236
O2 -0.983 0.064 0.688
C4 0.345 -1.925 0.333
C5 1.443 -2.398 0.239
H1 0.128 0.437 -1.110
H2 -1.590 -1.587 -0.424
H3 -1.497 -1.774 1.338
H4 1.192 2.388 0.322
H5 0.472 3.511 -1.003
H6 2.398 -2.856 0.163

The HOMO-LUMO gap (spin up / spin down) is 0.2807 / 0.3097 hartree. As for the multiplicity: 1.

Now the Löwdin charges, all in e: number 1, C, carries -0.265; number 2, C, carries -0.182; number 3, C, carries -0.038; number 4, O, carries -0.059; number 5, O, carries -0.018; number 6, C, carries -0.107; number 7, C, carries 0.136; number 8, H, carries 0.134; number 9, H, carries 0.133; number 10, H, carries 0.132; number 11, H, carries 0.051; number 12, H, carries 0.052; number 13, H, carries 0.031

#b
Entry from the OMol25 dataset: a structure of composition C5H6O2 (ωB97M-V with the def2-TZVPD basis set).

Atoms and positions in Å:
C1 -1.377 -1.529 -0.559
O1 -1.159 1.943 0.410
C2 0.039 1.834 0.383
C3 0.751 0.556 0.803
O2 -0.229 -0.379 1.286
C4 -0.387 -0.854 -0.013
C5 0.943 -0.316 -0.455
H1 -1.343 -1.720 -1.625
H2 -2.206 -1.897 0.036
H3 0.683 2.631 -0.041
H4 1.589 0.738 1.488
H5 1.643 -1.144 -0.302
H6 1.108 0.154 -1.428

The HOMO-LUMO gap is 0.3587 hartree. As for the multiplicity: 1.

Now the Löwdin charges, all in e: number 1, C, carries 0.082; number 2, O, carries 0.096; number 3, C, carries -0.205; number 4, C, carries -0.248; number 5, O, carries 0.013; number 6, C, carries -0.376; number 7, C, carries -0.033; number 8, H, carries 0.066; number 9, H, carries 0.070; number 10, H, carries 0.131; number 11, H, carries 0.153; number 12, H, carries 0.128; number 13, H, carries 0.123

Quick one: most stable of them? #b

#a
Entry from the OMol25 dataset: the molecule C3H9N3O2 (ωB97M-V with the def2-TZVPD basis set).

Atoms and positions in Å:
H1 2.486 -1.016 -0.441
N1 2.879 -0.172 -0.030
C1 2.066 0.744 0.219
N2 0.694 0.776 0.077
O1 0.120 2.058 0.275
C2 -0.031 0.048 -0.939
N3 -1.202 -0.696 -0.492
C3 -1.686 -0.357 0.829
O2 -0.958 -2.106 -0.557
H2 2.452 1.645 0.688
H3 0.008 2.179 1.230
H4 0.654 -0.641 -1.457
H5 -0.398 0.796 -1.665
H6 -1.948 0.700 0.819
H7 -2.583 -0.946 1.014
H8 -0.952 -0.557 1.618
H9 -1.601 -2.455 -1.188

The HOMO-LUMO gap is 0.3624 hartree. As for the multiplicity: 1.

Now the Löwdin charges, all in e: number 1, H, carries 0.038; number 2, N, carries 0.097; number 3, C, carries -0.289; number 4, N, carries -0.157; number 5, O, carries -0.021; number 6, C, carries -0.145; number 7, N, carries -0.231; number 8, C, carries -0.082; number 9, O, carries -0.054; number 10, H, carries 0.121; number 11, H, carries 0.107; number 12, H, carries 0.130; number 13, H, carries 0.137; number 14, H, carries 0.080; number 15, H, carries 0.085; number 16, H, carries 0.088; number 17, H, carries 0.098

#b
Entry from the OMol25 dataset: the molecule C3H9N3O2 (ωB97M-V with the def2-TZVPD basis set).

Atoms and positions in Å:
N1 -0.133 -0.480 2.651
C1 0.607 -0.389 1.513
O1 1.768 -0.041 1.487
N2 -0.103 -0.662 0.355
N3 -1.498 -0.832 0.454
C2 0.465 -0.352 -0.928
C3 0.272 1.186 -1.343
O2 0.139 1.346 -2.733
H1 -1.049 -0.889 2.593
H2 0.363 -0.452 3.524
H3 -1.777 -1.618 -0.131
H4 -1.994 -0.002 0.129
H5 1.565 -0.333 -0.872
H6 -0.012 -0.971 -1.694
H7 1.076 1.805 -0.935
H8 -0.672 1.538 -0.918
H9 0.983 1.144 -3.153

The HOMO-LUMO gap is 0.3650 hartree. As for the multiplicity: 1.

Now the Löwdin charges, all in e: number 1, N, carries 0.158; number 2, C, carries -0.595; number 3, O, carries 0.045; number 4, N, carries -0.159; number 5, N, carries 0.065; number 6, C, carries -0.121; number 7, C, carries -0.240; number 8, O, carries -0.072; number 9, H, carries 0.077; number 10, H, carries 0.105; number 11, H, carries 0.096; number 12, H, carries 0.091; number 13, H, carries 0.118; number 14, H, carries 0.120; number 15, H, carries 0.117; number 16, H, carries 0.104; number 17, H, carries 0.089

#c
Entry from the OMol25 dataset: a structure of composition C3H9N3O2 (ωB97M-V with the def2-TZVPD basis set).

Atoms and positions in Å:
C1 -0.898 -1.525 1.381
C2 0.196 -0.186 -0.275
C3 0.047 2.142 -1.142
H1 -1.890 -2.083 1.386
H2 -0.166 -2.575 1.217
H3 -0.497 -1.243 2.339
H4 2.136 -0.300 -0.642
H5 1.841 -1.691 1.239
H6 -0.358 2.851 -1.866
H7 1.119 2.548 -0.884
H8 -0.820 2.627 -0.452
H9 -1.842 0.534 -0.549
N1 -0.756 -0.694 0.301
N2 1.417 -0.516 -0.009
N3 -0.046 0.648 -1.509
O1 1.965 -0.756 1.180
O2 -1.446 0.218 -1.715

The HOMO-LUMO gap is 0.3542 hartree. As for the multiplicity: 1.

Now the Löwdin charges, all in e: number 1, C, carries -0.147; number 2, C, carries -0.455; number 3, C, carries -0.097; number 4, H, carries 0.090; number 5, H, carries 0.130; number 6, H, carries 0.063; number 7, H, carries 0.139; number 8, H, carries 0.082; number 9, H, carries 0.046; number 10, H, carries 0.108; number 11, H, carries 0.111; number 12, H, carries 0.243; number 13, N, carries -0.019; number 14, N, carries -0.014; number 15, N, carries -0.121; number 16, O, carries 0.030; number 17, O, carries -0.188

Quick one: most stable of them? #b